The following is a DFT calculation (ωB97M-V with the def2-TZVPD basis set) of a molecular structure, C41H41N4P2SY.

Values from the calculation:
charge	+2
spin multiplicity	1

Atoms and positions in Å:
Y1 -1.005 0.242 -1.719
S1 -0.578 4.611 -3.295
C1 0.945 3.931 -3.625
C2 1.014 2.623 -3.240
C3 -0.193 2.123 -2.664
C4 -1.146 3.125 -2.636
C5 -2.522 2.986 -2.143
C6 -3.438 4.035 -2.137
C7 -4.725 3.818 -1.690
C8 -5.093 2.552 -1.246
C9 -4.141 1.562 -1.261
N1 -2.882 1.759 -1.690
H1 1.711 4.529 -4.091
H2 1.913 2.038 -3.374
H3 -3.139 5.011 -2.493
H4 -5.441 4.629 -1.691
H5 -6.093 2.340 -0.899
H6 -4.377 0.562 -0.916
C10 2.325 -3.503 -4.535
C11 2.425 -2.953 -3.127
N2 1.159 -2.307 -2.765
C12 -0.003 -2.386 -3.452
N3 -1.010 -1.585 -3.085
C13 -2.303 -1.839 -3.734
C14 -2.105 -2.126 -5.210
C15 -1.250 -3.368 -5.332
N4 -0.099 -3.299 -4.422
C16 1.003 -4.234 -4.664
H7 3.157 -4.179 -4.726
H8 2.371 -2.697 -5.271
H9 3.225 -2.219 -3.040
H10 2.626 -3.764 -2.423
H11 1.148 -1.784 -1.899
H12 -2.947 -0.959 -3.604
H13 -2.815 -2.679 -3.250
H14 -1.609 -1.274 -5.679
H15 -3.055 -2.284 -5.718
H16 -0.865 -3.480 -6.346
H17 -1.830 -4.264 -5.096
H18 0.865 -4.644 -5.662
H19 0.945 -5.063 -3.953
C17 1.060 -1.301 2.037
P1 0.216 -0.337 0.761
C18 -1.538 -0.152 1.220
C19 -2.403 -1.113 0.677
C20 -3.743 -1.157 1.042
C21 -4.235 -0.223 1.940
C22 -3.392 0.745 2.475
C23 -2.052 0.782 2.127
C24 0.934 1.322 0.644
C25 0.184 2.495 0.578
C26 0.802 3.711 0.298
C27 2.164 3.762 0.074
C28 2.920 2.593 0.117
C29 2.312 1.384 0.385
P2 0.517 -0.960 3.793
C30 1.164 0.736 3.979
C31 2.425 1.140 3.535
C32 2.835 2.453 3.679
C33 1.997 3.380 4.291
C34 0.756 2.985 4.767
C35 0.345 1.666 4.612
C36 1.779 -1.986 4.634
C37 1.882 -3.343 4.330
C38 2.765 -4.157 5.022
C39 3.546 -3.629 6.040
C40 3.438 -2.284 6.361
C41 2.562 -1.466 5.663
H20 2.136 -1.161 1.893
H21 0.842 -2.351 1.822
H22 -2.004 -1.896 0.030
H23 -4.390 -1.929 0.646
H24 -5.274 -0.257 2.239
H25 -3.777 1.460 3.189
H26 -1.396 1.503 2.594
H27 -0.884 2.485 0.743
H28 0.209 4.614 0.256
H29 2.642 4.708 -0.140
H30 3.986 2.631 -0.063
H31 2.914 0.482 0.408
H32 3.098 0.419 3.084
H33 3.813 2.757 3.329
H34 2.325 4.402 4.418
H35 0.117 3.696 5.272
H36 -0.619 1.352 4.996
H37 1.259 -3.787 3.562
H38 2.835 -5.207 4.773
H39 4.229 -4.265 6.586
H40 4.037 -1.868 7.159
H41 2.495 -0.418 5.926

The following is a DFT calculation (ωB97M-V with the def2-TZVPD basis set) of a molecular structure, C41H42CuN5O2S3.

Values from the calculation:
charge	-1
spin multiplicity	2
<S²>	0.760

Atoms and positions in Å:
Cu1 -0.441 -0.659 0.721
S1 3.472 0.407 -0.505
C1 3.403 -0.732 0.830
N1 4.408 -0.658 1.821
C2 4.789 -1.925 2.391
C3 3.546 -2.595 2.937
N2 2.534 -2.685 1.911
C4 1.450 -3.587 2.227
C5 1.878 -5.032 2.129
C6 2.259 -5.550 0.893
C7 2.667 -6.868 0.777
C8 2.703 -7.690 1.899
C9 2.330 -7.183 3.133
C10 1.920 -5.858 3.243
C11 2.481 -1.729 0.892
S2 1.196 -1.850 -0.295
C12 5.363 0.416 1.912
C13 5.427 0.949 3.324
C14 6.494 0.671 4.167
C15 6.501 1.127 5.481
C16 5.435 1.870 5.962
C17 4.366 2.161 5.123
C18 4.364 1.704 3.816
H1 5.483 -1.753 3.216
H2 5.285 -2.573 1.651
H3 3.185 -2.016 3.800
H4 3.781 -3.606 3.288
H5 0.641 -3.398 1.523
H6 1.065 -3.379 3.235
H7 2.236 -4.901 0.026
H8 2.957 -7.259 -0.190
H9 3.025 -8.720 1.809
H10 2.361 -7.814 4.012
H11 1.628 -5.459 4.208
H12 5.041 1.207 1.233
H13 6.368 0.103 1.586
H14 7.328 0.091 3.791
H15 7.337 0.895 6.128
H16 5.434 2.221 6.985
H17 3.531 2.745 5.488
H18 3.524 1.924 3.166
C19 -2.920 2.206 7.041
C20 -2.874 2.296 5.539
C21 -1.662 2.156 4.865
C22 -1.599 2.232 3.488
C23 -2.760 2.459 2.759
C24 -3.972 2.622 3.408
C25 -4.023 2.531 4.795
S3 -2.667 2.574 0.990
O1 -4.022 2.802 0.532
O2 -1.679 3.580 0.701
N3 -2.086 1.174 0.500
C26 -2.889 0.090 0.336
C27 -4.258 -0.066 0.673
C28 -4.859 -1.281 0.479
C29 -4.139 -2.365 -0.038
C30 -2.813 -2.156 -0.319
N4 -2.208 -0.974 -0.148
H19 -2.245 1.433 7.409
H20 -3.926 1.977 7.392
H21 -2.615 3.150 7.498
H22 -0.757 1.965 5.429
H23 -0.659 2.111 2.971
H24 -4.863 2.802 2.824
H25 -4.974 2.640 5.304
H26 -4.807 0.777 1.060
H27 -5.903 -1.402 0.741
H28 -4.592 -3.332 -0.198
H29 -2.177 -2.949 -0.695
N5 0.421 -1.002 8.015
C31 0.347 -0.968 6.868
C32 0.233 -0.910 5.434
C33 -0.893 -1.432 4.803
C34 -1.006 -1.341 3.425
C35 -0.020 -0.734 2.637
C36 1.102 -0.231 3.300
C37 1.238 -0.307 4.678
H30 -1.674 -1.892 5.396
H31 -1.900 -1.747 2.961
H32 1.913 0.211 2.730
H33 2.119 0.091 5.168
C38 3.066 3.692 0.632
C39 2.447 2.975 -0.562
C40 1.229 3.723 -1.096
C41 2.078 1.538 -0.190
H34 3.353 4.714 0.377
H35 3.959 3.171 0.988
H36 2.347 3.742 1.453
H37 3.203 2.929 -1.357
H38 0.414 3.719 -0.369
H39 0.859 3.257 -2.011
H40 1.479 4.761 -1.322
H41 1.224 1.187 -0.772
H42 1.812 1.460 0.866

The following is a DFT calculation (ωB97M-V with the def2-TZVPD basis set) of a molecular structure, C41H42FN6O5Rb at a distorted geometry.

Values from the calculation:
charge	0
spin multiplicity	1

Atoms and positions in Å:
Rb1 1.141 0.593 0.561
C1 1.162 4.959 3.699
O1 0.856 3.761 4.417
C2 0.955 2.702 3.509
N1 1.463 3.024 2.345
C3 1.831 4.483 2.388
C4 1.632 5.171 1.050
C5 2.370 6.313 0.760
C6 2.373 6.872 -0.503
C7 1.558 6.325 -1.519
C8 0.760 5.248 -1.203
C9 0.746 4.688 0.082
C10 0.560 1.376 4.042
C11 -0.007 1.342 5.323
C12 -0.486 0.110 5.768
C13 -0.324 -1.028 5.002
C14 0.303 -0.886 3.743
N2 0.699 0.287 3.295
C15 0.462 -2.100 2.943
N3 0.964 -2.247 1.758
C16 0.966 -3.708 1.440
C17 -0.038 -4.258 2.458
O2 -0.087 -3.256 3.496
C18 0.781 -3.936 -0.032
C19 0.282 -5.198 -0.413
C20 -0.074 -5.423 -1.742
C21 0.045 -4.428 -2.702
C22 0.613 -3.194 -2.313
C23 0.963 -2.951 -0.992
H1 1.796 5.644 4.286
H2 0.228 5.459 3.407
H3 2.939 4.542 2.567
H4 2.961 6.744 1.576
H5 3.058 7.675 -0.696
H6 1.580 6.779 -2.500
H7 0.063 4.791 -1.894
H8 0.087 3.832 0.268
H9 -0.054 2.255 5.909
H10 -1.022 0.090 6.702
H11 -0.630 -2.039 5.280
H12 1.954 -4.147 1.673
H13 0.239 -5.209 2.902
H14 -1.046 -4.327 2.029
H15 0.178 -5.969 0.368
H16 -0.429 -6.399 -2.025
H17 -0.237 -4.592 -3.723
H18 0.777 -2.414 -3.062
H19 1.374 -1.973 -0.716
C24 -4.333 1.351 -4.683
C25 -4.956 0.222 -3.887
C26 -5.058 -0.969 -4.874
C27 -5.428 -2.275 -4.190
C28 -4.629 -2.528 -2.958
C29 -4.502 -3.817 -2.432
C30 -3.740 -4.001 -1.286
F1 -3.459 -5.280 -0.952
C31 -3.206 -2.950 -0.548
C32 -3.219 -1.669 -1.102
C33 -2.405 -0.613 -0.451
O3 -1.691 -0.830 0.524
C34 -2.580 0.725 -1.001
C35 -3.520 0.903 -2.005
N4 -4.167 -0.089 -2.681
C36 -4.013 -1.444 -2.261
C37 -1.728 1.921 -0.652
O4 -1.234 2.517 -1.665
O5 -1.590 2.249 0.569
H20 -4.829 1.428 -5.662
H21 -3.268 1.161 -4.949
H22 -4.396 2.317 -4.183
H23 -5.935 0.521 -3.551
H24 -4.111 -1.064 -5.429
H25 -5.836 -0.715 -5.597
H26 -5.247 -3.082 -4.919
H27 -6.498 -2.266 -3.979
H28 -4.883 -4.693 -2.933
H29 -2.793 -3.045 0.474
H30 -3.750 1.872 -2.380
N5 3.006 0.277 -1.625
C38 4.170 -0.304 -0.966
C39 4.776 0.661 0.046
C40 5.671 -0.023 1.128
C41 4.872 -0.797 2.185
N6 3.867 0.049 2.793
H31 2.542 -0.353 -2.265
H32 3.264 1.100 -2.161
H33 4.954 -0.629 -1.688
H34 3.847 -1.198 -0.413
H35 3.993 1.226 0.563
H36 5.369 1.378 -0.525
H37 6.320 0.726 1.586
H38 6.404 -0.702 0.641
H39 5.574 -1.302 2.848
H40 4.377 -1.655 1.650
H41 4.368 0.770 3.306
H42 3.348 -0.468 3.527

The following is a DFT calculation (ωB97M-V with the def2-TZVPD basis set) of a molecular structure, C41H42HgP2Te at a distorted geometry.

Values from the calculation:
charge	0
spin multiplicity	1

Atoms and positions in Å:
Hg1 0.544 2.685 -3.078
C1 -1.345 1.694 -3.176
C2 -0.792 0.478 -2.745
C3 0.481 -0.239 -2.949
C4 1.036 -0.017 -4.381
C5 1.374 1.455 -4.546
C6 0.492 2.402 -5.147
C7 -0.912 2.100 -5.666
C8 -1.950 1.719 -4.584
C9 0.573 3.643 -1.227
H1 -1.985 2.214 -2.438
H2 -1.602 -0.231 -2.375
H3 0.309 -1.310 -2.765
H4 1.248 0.076 -2.211
H5 1.934 -0.637 -4.533
H6 0.316 -0.387 -5.133
H7 2.450 1.671 -4.621
H8 0.973 3.244 -5.661
H9 -0.916 1.323 -6.445
H10 -1.268 3.013 -6.171
H11 -2.792 2.426 -4.621
H12 -2.393 0.739 -4.816
H13 -0.337 4.250 -1.135
H14 1.464 4.285 -1.204
H15 0.623 2.920 -0.404
P1 -1.799 -0.814 -0.381
P2 2.140 -0.009 1.543
C10 -0.479 -0.247 0.659
C11 0.817 -0.662 0.507
C12 -2.287 -2.490 -0.004
C13 -2.282 -3.475 -1.010
C14 -2.705 -4.763 -0.698
C15 -3.107 -5.080 0.610
C16 -3.077 -4.096 1.608
C17 -2.659 -2.800 1.311
C18 -3.237 0.255 -0.213
C19 -3.065 1.622 0.078
C20 -4.182 2.446 0.185
C21 -5.461 1.937 -0.038
C22 -5.626 0.588 -0.378
C23 -4.523 -0.254 -0.470
C24 3.330 -1.414 1.427
C25 2.857 -2.730 1.569
C26 3.749 -3.803 1.506
C27 5.120 -3.572 1.330
C28 5.597 -2.258 1.222
C29 4.709 -1.184 1.288
C30 2.966 1.165 0.390
C31 3.346 2.429 0.886
C32 4.033 3.319 0.063
C33 4.307 2.986 -1.265
C34 3.910 1.741 -1.767
C35 3.276 0.819 -0.929
H16 -0.808 0.348 1.535
H17 1.073 -1.451 -0.219
H18 -1.953 -3.219 -2.019
H19 -2.721 -5.536 -1.466
H20 -3.434 -6.100 0.855
H21 -3.386 -4.341 2.624
H22 -2.623 -2.025 2.080
H23 -2.066 2.018 0.265
H24 -4.040 3.494 0.450
H25 -6.333 2.589 0.049
H26 -6.620 0.192 -0.576
H27 -4.639 -1.304 -0.749
H28 1.791 -2.913 1.701
H29 3.374 -4.823 1.596
H30 5.816 -4.413 1.279
H31 6.662 -2.073 1.084
H32 5.091 -0.166 1.198
H33 3.109 2.692 1.919
H34 4.350 4.287 0.461
H35 4.826 3.693 -1.914
H36 4.112 1.475 -2.806
H37 3.059 -0.188 -1.299
Te1 -2.579 0.564 3.761
C36 -1.281 0.175 5.302
C37 -0.763 1.231 6.099
C38 -0.110 0.905 7.293
C39 0.063 -0.438 7.668
C40 -0.383 -1.474 6.831
C41 -1.037 -1.186 5.628
H38 -0.935 2.252 5.761
H39 0.267 1.702 7.938
H40 0.557 -0.679 8.612
H41 -0.222 -2.514 7.122
H42 -1.411 -1.944 4.941

The following is a DFT calculation (ωB97M-V with the def2-TZVPD basis set) of a molecular structure, C41H42IN3O6Sb2Sn at a distorted geometry.

Values from the calculation:
charge	0
spin multiplicity	1

Atoms and positions in Å:
Sn1 0.356 2.159 -1.888
O1 -0.830 1.884 2.309
C1 -0.170 2.100 1.306
O2 0.106 1.260 0.390
C2 0.368 3.508 1.094
C3 0.540 4.421 2.124
C4 0.987 5.695 1.802
C5 1.218 6.018 0.474
C6 1.022 5.041 -0.490
N1 0.633 3.820 -0.164
C7 1.206 5.293 -1.990
O3 1.649 6.362 -2.354
O4 0.840 4.320 -2.736
H1 0.314 4.129 3.138
H2 1.142 6.430 2.576
H3 1.548 6.992 0.154
C8 3.111 0.231 1.222
C9 2.830 -0.162 2.657
C10 1.432 0.202 3.116
Sb1 0.037 -1.213 2.126
C11 -2.080 -1.056 1.509
C12 -2.898 0.039 1.315
C13 -4.077 -0.075 0.595
C14 -4.468 -1.299 0.082
C15 -3.688 -2.417 0.326
C16 -2.503 -2.288 1.025
C17 -0.383 -1.936 4.123
C18 -1.624 -1.860 4.730
C19 -1.779 -2.223 6.057
C20 -0.691 -2.657 6.795
C21 0.551 -2.750 6.190
C22 0.698 -2.395 4.863
Sb2 2.535 -0.892 -0.614
C23 3.628 -2.685 -0.048
C24 3.337 -3.390 1.113
C25 3.976 -4.586 1.389
C26 4.907 -5.096 0.501
C27 5.219 -4.390 -0.646
C28 4.581 -3.192 -0.916
C29 0.712 -2.061 -0.955
C30 -0.289 -1.471 -1.706
C31 -1.372 -2.203 -2.155
C32 -1.463 -3.552 -1.867
C33 -0.471 -4.150 -1.109
C34 0.616 -3.415 -0.673
H4 4.194 0.246 1.056
H5 2.740 1.239 1.036
H6 3.540 0.384 3.292
H7 3.040 -1.224 2.809
H8 1.242 1.243 2.898
H9 1.324 0.051 4.189
H10 -2.619 0.985 1.746
H11 -4.699 0.797 0.433
H12 -5.380 -1.383 -0.496
H13 -4.001 -3.387 -0.036
H14 -1.884 -3.162 1.193
H15 -2.475 -1.506 4.161
H16 -2.750 -2.158 6.525
H17 -0.805 -2.918 7.837
H18 1.407 -3.093 6.753
H19 1.674 -2.460 4.395
H20 2.581 -3.020 1.797
H21 3.739 -5.127 2.294
H22 5.389 -6.039 0.705
H23 5.956 -4.774 -1.335
H24 4.819 -2.650 -1.823
H25 -0.238 -0.409 -1.936
H26 -2.152 -1.730 -2.732
H27 -2.298 -4.132 -2.233
H28 -0.544 -5.197 -0.855
H29 1.390 -3.909 -0.104
C35 2.231 -0.096 -4.538
O5 1.094 0.715 -4.349
C36 0.071 0.491 -5.291
C37 -0.918 1.649 -5.185
O6 -1.583 1.671 -3.939
C38 -2.746 0.868 -3.848
H30 2.603 0.020 -5.563
H31 2.007 -1.153 -4.340
H32 2.985 0.259 -3.834
H33 -0.431 -0.464 -5.083
H34 0.490 0.454 -6.306
H35 -1.640 1.613 -6.009
H36 -0.349 2.581 -5.221
H37 -3.617 1.422 -4.213
H38 -2.881 0.630 -2.794
H39 -2.657 -0.057 -4.421
I1 -5.406 4.759 0.622
C39 -3.851 4.200 -0.646
C40 -3.687 4.570 -1.965
N2 -2.560 3.975 -2.380
N3 -1.996 3.257 -1.415
C41 -2.761 3.376 -0.346
H40 -4.293 5.195 -2.592
H41 -2.093 4.030 -3.274
H42 -2.523 2.874 0.570

no.,E (eV)
1,-79588.530
2,-131891.619
3,-65750.871
4,-73233.633
5,-86958.638